1.
Density functional theory data (ωB97M-V with the def2-TZVPD basis set) for a molecular structure, C44H40IrN4O2P2S2.

Output
E_HOMO (alpha / beta) ... -14.20 / -15.70 eV
Multiplicity ... 5
Net charge ... +3
Energy ... -3652.6643 hartree
Energy above the lowest of the compared OMol25 structures with the same formula, charge and spin ... 2.133 eV
HOMO-LUMO gap (alpha / beta) ... 7.024 / 4.128 eV

Positions of all 95 atoms, in Å:
Ir  0.7786  0.0603  0.1175
O  -0.3888  1.9010  -0.6278
S  -1.8288  2.3013  -0.5188
C  -2.7331  0.9484  -1.3421
C  -3.6575  1.3449  -2.2957
C  -4.2742  0.4009  -3.1018
C  -3.9309  -0.9372  -2.9782
C  -3.0341  -1.3329  -2.0033
C  -2.4279  -0.3966  -1.1670
P  -1.4796  -0.9926  0.2747
C  -0.2934  -2.2302  -0.3608
C  0.2101  -3.1738  0.5511
C  1.0635  -4.1682  0.1201
C  1.4482  -4.2191  -1.2139
C  1.0004  -3.2568  -2.1104
C  0.1422  -2.2561  -1.6941
C  -2.7986  -1.9891  1.0638
C  -3.0608  -3.2868  0.6281
C  -4.1937  -3.9402  1.0788
C  -5.0547  -3.3184  1.9706
C  -4.7740  -2.0416  2.4318
C  -3.6472  -1.3760  1.9813
C  -2.2994  2.0606  1.2188
C  -3.6252  2.3903  1.4715
C  -4.1162  2.3815  2.7669
C  -3.2695  2.0561  3.8171
C  -1.9486  1.7288  3.5674
C  -1.4317  1.7502  2.2680
P  0.3498  1.3778  2.0593
C  1.2011  2.9615  2.2544
C  2.3445  3.1896  1.4884
C  3.0174  4.3926  1.6000
C  2.5338  5.3749  2.4538
C  1.3943  5.1484  3.2134
C  0.7257  3.9400  3.1270
C  0.7573  0.3017  3.4516
C  0.0407  -0.8921  3.5773
C  0.3467  -1.7760  4.5912
C  1.3875  -1.4880  5.4655
C  2.1136  -0.3154  5.3270
C  1.8172  0.5776  4.3110
H  -3.8895  2.3935  -2.4006
H  -5.0168  0.7158  -3.8186
H  -4.3728  -1.6788  -3.6266
H  -2.8103  -2.3807  -1.8717
H  -0.1159  -3.1509  1.5810
H  1.4182  -4.9136  0.8166
H  2.1005  -5.0079  -1.5527
H  1.3126  -3.2945  -3.1423
H  -0.2389  -1.5315  -2.4003
H  -2.3974  -3.7821  -0.0657
H  -4.4089  -4.9375  0.7254
H  -5.9484  -3.8234  2.2996
H  -5.4337  -1.5606  3.1376
H  -3.4373  -0.3763  2.3321
H  -4.2691  2.6554  0.6459
H  -5.1501  2.6246  2.9561
H  -3.6310  2.0802  4.8336
H  -1.3016  1.4632  4.3915
H  2.7022  2.4134  0.8189
H  3.9128  4.5736  1.0235
H  3.0504  6.3188  2.5359
H  1.0253  5.9173  3.8750
H  -0.1411  3.7557  3.7461
H  -0.7690  -1.1007  2.8846
H  -0.2209  -2.6855  4.7044
H  1.6313  -2.1846  6.2513
H  2.9139  -0.0949  6.0145
H  2.3848  1.4897  4.1953
C  -0.4896  0.3313  -8.1606
N  -0.8080  0.2922  -6.7494
C  0.0881  0.3352  -5.7809
N  1.3923  0.3505  -6.0372
S  -0.4427  0.3687  -4.1615
H  -1.4113  0.2942  -8.7312
H  0.1269  -0.5207  -8.4502
H  0.0332  1.2551  -8.4125
H  -1.7836  0.2820  -6.4862
H  1.7464  0.3056  -6.9797
H  2.0518  0.4302  -5.2818
N  6.5036  -1.7869  0.2364
C  6.4255  -0.5827  -0.3466
O  7.3526  0.1874  -0.4319
C  5.0758  -0.1360  -0.8747
C  5.0862  0.9493  -1.7503
C  3.8862  1.4661  -2.2090
C  2.7108  0.9037  -1.7506
N  2.6915  -0.1232  -0.8878
C  3.8484  -0.6441  -0.4688
H  7.4175  -2.0819  0.5534
H  5.7770  -2.4790  0.2079
H  6.0324  1.3753  -2.0472
H  3.8601  2.3068  -2.8839
H  1.7471  1.2949  -2.0629
H  3.7739  -1.4694  0.2270

Cartesian forces (eV/Å) of the 2 atoms listed first:
Ir -0.35 0.14 0.95
O 1.13 0.00 -0.70

2.
Density functional theory data (ωB97M-V with the def2-TZVPD basis set) for a molecular structure, C44H42BF4IN4O4STeTi.

Output
E_HOMO (alpha / beta) ... -10.13 / -10.52 eV
Multiplicity ... 2
Net charge ... +1
Energy ... -4459.6974 hartree
Energy above the lowest of the compared OMol25 structures with the same formula, charge and spin ... 1.983 eV
HOMO-LUMO gap (alpha / beta) ... 6.350 / 6.743 eV

Positions of all 103 atoms, in Å:
Ti  1.9537  -0.3359  0.4136
N  3.8834  2.3504  -2.0948
C  2.9881  2.8478  -3.0535
C  3.2138  4.0704  -3.6704
C  2.3139  4.5519  -4.6075
C  1.1678  3.8353  -4.9055
C  0.9248  2.6217  -4.2819
C  1.8456  2.1204  -3.3791
S  1.6379  0.5108  -2.6622
N  2.4563  0.6815  -1.1898
C  3.4383  1.5561  -1.0570
C  3.9520  1.6742  0.2707
C  5.0446  2.4689  0.6595
C  5.3692  2.5651  1.9878
C  4.6005  1.8609  2.9275
C  3.5626  1.0756  2.4831
N  3.2296  0.9667  1.1938
H  4.6262  2.9948  -1.8594
H  4.0975  4.6399  -3.4236
H  2.5120  5.4917  -5.0969
H  0.4654  4.2129  -5.6308
H  0.0402  2.0483  -4.5107
H  5.6315  2.9906  -0.0817
H  6.1976  3.1727  2.3105
H  4.8237  1.9229  3.9791
H  2.9620  0.5065  3.1840
I  6.1826  -7.8967  0.1403
C  5.2412  -6.0081  0.1128
C  4.6750  -5.5389  -1.0648
C  4.0292  -4.3182  -1.0740
C  3.9681  -3.5600  0.0940
C  4.5606  -4.0315  1.2672
C  5.1917  -5.2581  1.2791
C  3.2926  -2.2613  0.1358
O  3.3879  -1.5147  1.1439
O  2.5512  -1.8337  -0.8115
H  4.7538  -6.1204  -1.9693
H  3.5781  -3.9327  -1.9764
H  4.4977  -3.4286  2.1598
H  5.6523  -5.6241  2.1825
C  -7.6854  -0.3839  0.1670
C  -6.1945  -0.3023  0.1775
C  -5.5261  0.7259  0.8191
C  -4.1346  0.7827  0.8871
C  -3.5312  1.9790  1.5517
C  -3.3882  -0.2433  0.3079
Te  -1.3603  -0.8562  0.7943
N  0.1380  0.3325  0.2868
C  0.1093  1.6555  0.0764
O  1.1040  2.3223  0.3916
C  -1.0380  2.2950  -0.5951
C  -1.8280  1.5798  -1.4858
C  -2.8333  2.2309  -2.1783
C  -3.0366  3.5902  -1.9961
C  -2.2327  4.3067  -1.1224
C  -1.2319  3.6629  -0.4230
C  -1.5443  -0.0395  2.7698
C  -0.7157  0.9995  3.1762
C  -0.8461  1.5339  4.4456
C  -1.7713  0.9969  5.3266
C  -2.5568  -0.0724  4.9360
C  -2.4668  -0.5991  3.6509
C  -3.3377  -1.7362  3.2302
C  -4.0535  -1.2612  -0.3987
C  -3.2875  -2.3311  -1.1144
C  -5.4342  -1.2760  -0.4570
H  -8.1352  0.5577  0.4636
H  -8.0155  -1.1525  0.8645
H  -8.0486  -0.6579  -0.8204
H  -6.0983  1.5097  1.2937
H  -3.8070  2.8741  0.9956
H  -2.4470  1.9315  1.5829
H  -3.9190  2.0815  2.5644
H  -1.6171  0.5304  -1.6654
H  -3.4557  1.6772  -2.8638
H  -3.8185  4.0975  -2.5407
H  -2.3828  5.3661  -0.9887
H  -0.5861  4.1950  0.2584
H  0.0449  1.3987  2.5105
H  -0.2293  2.3681  4.7415
H  -1.8773  1.4069  6.3194
H  -3.2522  -0.5152  5.6325
H  -3.4186  -2.4704  4.0279
H  -2.9090  -2.2200  2.3449
H  -4.3391  -1.3739  2.9941
H  -2.4727  -1.8776  -1.6759
H  -3.9403  -2.8655  -1.8029
H  -2.8646  -3.0557  -0.4107
H  -5.9304  -2.0700  -0.9965
F  1.2026  -0.9833  2.3418
B  0.8858  -2.4151  2.2593
F  0.7877  -2.6235  0.8505
F  1.8550  -3.1375  2.8126
F  -0.3605  -2.5893  2.7829
C  0.9490  -2.9038  -3.4173
C  -0.2783  -2.1244  -2.9828
O  -0.1958  -1.6917  -1.6179
H  0.8108  -3.2498  -4.4379
H  1.0930  -3.7725  -2.7779
H  1.8354  -2.2732  -3.3750
H  -1.1678  -2.7552  -3.0868
H  -0.4036  -1.2379  -3.6181
H  0.6892  -1.9464  -1.3111

Cartesian forces (eV/Å) of the 2 atoms listed first:
Ti -0.68 -1.34 1.14
N 0.35 -0.52 1.30

3.
Density functional theory data (ωB97M-V with the def2-TZVPD basis set) for a molecular structure, C44H42ClN2O4S2SbSiZr.

Output
E_HOMO ... -8.12 eV
Multiplicity ... 1
Net charge ... 0
Energy ... -3946.0023 hartree
Energy above the lowest of the compared OMol25 structures with the same formula, charge and spin ... 0.000 eV
HOMO-LUMO gap ... 7.512 eV

Positions of all 98 atoms, in Å:
Zr  0.7292  0.8651  0.1312
C  2.7649  -1.3612  -3.4607
C  2.2612  -0.2275  -2.6160
N  1.4886  -0.4788  -1.6138
N  1.1439  -1.8244  -1.4527
C  1.2487  -2.2320  -0.2358
S  1.8615  -1.2570  1.0813
S  0.5892  -3.8412  0.0193
C  1.2663  -4.3160  1.6370
C  2.7162  -4.7077  1.5855
C  3.6991  -3.8581  2.0811
C  5.0396  -4.2140  2.0126
C  5.4115  -5.4255  1.4498
C  4.4348  -6.2816  0.9565
C  3.0986  -5.9230  1.0244
C  2.6511  1.1570  -2.9158
C  3.0432  1.5086  -4.2158
C  3.4305  2.7910  -4.5383
C  3.4576  3.7638  -3.5382
C  3.0860  3.4467  -2.2506
C  2.6627  2.1522  -1.9159
O  2.2934  1.9094  -0.6697
H  3.2233  -2.1095  -2.8147
H  3.4938  -1.0324  -4.1933
H  1.9285  -1.8580  -3.9560
H  0.6371  -5.1573  1.9306
H  1.0828  -3.5007  2.3344
H  3.4107  -2.9089  2.5152
H  5.7942  -3.5417  2.4005
H  6.4559  -5.7043  1.3966
H  4.7168  -7.2308  0.5189
H  2.3403  -6.5900  0.6296
H  3.0190  0.7584  -4.9950
H  3.7124  3.0362  -5.5530
H  3.7710  4.7734  -3.7721
H  3.1071  4.1864  -1.4602
Cl  3.7960  6.3170  3.9669
C  2.9984  4.8855  3.3867
C  3.3620  3.6346  3.9052
C  2.7424  2.4889  3.4727
C  1.7448  2.5396  2.4815
O  1.1400  1.4429  2.0957
C  1.3968  3.8056  1.9622
C  0.3616  3.9319  0.9780
O  -0.1607  3.0138  0.3420
C  2.0185  4.9732  2.4392
H  4.1372  3.5841  4.6585
H  3.0088  1.5211  3.8757
H  -0.0046  4.9515  0.7855
H  1.7220  5.9366  2.0419
C  -0.4539  3.1096  -4.4000
Sb  -0.7820  1.7746  -2.7546
C  -0.8575  -0.0252  -3.9123
C  -2.8879  2.1278  -2.6077
H  -1.1032  2.8388  -5.2321
H  0.5880  3.0457  -4.7113
H  -0.6675  4.1332  -4.0941
H  -1.7619  -0.0521  -4.5192
H  -0.8281  -0.8873  -3.2483
H  0.0147  -0.0499  -4.5675
H  -3.3534  1.9826  -3.5822
H  -3.0670  3.1491  -2.2716
H  -3.3251  1.4284  -1.8978
O  -1.1073  0.0953  0.0094
Si  -2.4670  -0.3520  0.8107
C  -2.1175  -1.8357  1.8872
C  -1.1457  -1.7426  2.8897
C  -0.8380  -2.8330  3.6886
C  -1.4990  -4.0399  3.4981
C  -2.4678  -4.1512  2.5113
C  -2.7731  -3.0549  1.7150
C  -3.7540  -0.7597  -0.4784
C  -3.3921  -1.5334  -1.5857
C  -4.3001  -1.7980  -2.5997
C  -5.5921  -1.2937  -2.5212
C  -5.9735  -0.5329  -1.4255
C  -5.0593  -0.2688  -0.4132
C  -3.0404  1.0801  1.8710
C  -3.1138  2.3581  1.3068
C  -3.5306  3.4496  2.0539
C  -3.8827  3.2820  3.3870
C  -3.8208  2.0224  3.9645
C  -3.4045  0.9325  3.2104
H  -0.6158  -0.8080  3.0441
H  -0.0806  -2.7447  4.4581
H  -1.2607  -4.8927  4.1221
H  -2.9845  -5.0909  2.3610
H  -3.5277  -3.1521  0.9423
H  -2.3817  -1.9247  -1.6564
H  -4.0021  -2.3952  -3.4528
H  -6.3012  -1.4953  -3.3143
H  -6.9801  -0.1389  -1.3626
H  -5.3602  0.3402  0.4323
H  -2.8314  2.5041  0.2699
H  -3.5841  4.4313  1.5983
H  -4.2067  4.1327  3.9734
H  -4.0953  1.8895  5.0034
H  -3.3573  -0.0476  3.6712

Cartesian forces (eV/Å) of the 2 atoms listed first:
Zr -0.05 0.09 -0.08
C -0.01 0.02 0.00

Largest force on an atom (computed, eV/A): 1.34; 3.79; 0.51